ORCA calculation (ωB97M-V/def2-TZVPD) on CHCdF3MgNO3S2 as an isolated structure.

The calculation puts the energy relative to the best compared isomer or geometry (same formula, charge and spin) at 0.0000 eV. The highest occupied orbital energy (spin up / spin down) is -12.0704 / -12.0688 eV. As for the total charge: +1. The total energy comes out at -48507.1183 eV. The calculation puts the HOMO-LUMO gap (spin up / spin down) at 4.985 / 4.983 eV.

```
13
Properties=species:S:1:pos:R:3:forces:R:3:lowdin_charge:R:1
Cd -1.418431 -0.887145 -1.845886 -1.676 -2.904 1.230 1.33
N -0.191717 1.272797 0.010091 -0.048 -1.154 0.062 -0.79
S 0.114518 1.649604 -1.524152 -0.364 0.730 -0.497 0.96
O -0.444673 0.612969 -2.535457 2.115 2.942 -0.884 -0.71
S -1.209008 -0.078661 0.467484 2.059 -0.814 2.650 0.69
O 0.109310 -0.793772 1.680325 -3.255 1.579 -3.375 -0.60
C -1.206594 2.972222 -1.729114 0.039 0.271 -0.365 -0.78
F -0.934318 3.975750 -0.912010 0.103 -0.194 0.028 0.16
F -2.397296 2.468324 -1.434546 -0.140 -0.252 0.088 0.13
F -1.204211 3.396743 -2.980513 0.037 -0.049 -0.036 0.16
Mg 1.092017 0.889254 1.580500 0.839 -1.362 1.881 0.86
O 1.783382 -0.018470 3.118284 0.201 1.083 -0.826 -0.38
H 2.338135 -0.801001 3.103035 0.090 0.124 0.044 -0.03
```
Positions in Å, forces in eV/Å.